[1]
{"formula": "C11H16NO2S", "method": "the ωB97M-V functional and the def2-TZVPD basis", "elements": ["C", "C", "C", "C", "C", "C", "C", "C", "C", "C", "C", "N", "O", "O", "S", "H", "H", "H", "H", "H", "H", "H", "H", "H", "H", "H", "H", "H", "H", "H", "H"], "xyz": [[-1.36592, 1.09129, 2.03282], [-0.14638, 1.17309, 2.73531], [1.12036, 0.27362, 0.90468], [-1.24272, 0.86656, 0.67546], [1.05436, 0.83925, 2.20691], [-0.00030, 0.51994, 0.20327], [-2.24360, 0.94464, -0.46994], [-1.54066, 0.62778, -1.80827], [2.24305, 0.90203, 3.08286], [0.82461, 0.25404, -2.36128], [0.68283, -2.72120, -0.87587], [-0.30754, -0.09090, -1.54155], [-2.02976, -1.84029, -1.01435], [-0.74882, -2.09392, -3.05263], [-0.76587, -1.88955, -1.64352], [-2.38025, 1.35963, 2.46216], [-0.14698, 1.24146, 3.86138], [1.92521, -0.14855, 0.40908], [-3.01898, 0.17614, -0.44017], [-2.76492, 1.89615, -0.59069], [-2.23187, -0.04417, -2.44541], [-1.22775, 1.49900, -2.43157], [2.03868, 1.36204, 4.05647], [2.78036, -0.02515, 3.26407], [3.03257, 1.57898, 2.68990], [1.75518, -0.16097, -1.81377], [0.99464, -0.20453, -3.31331], [1.08799, 1.24116, -2.26659], [0.60769, -2.73261, 0.24869], [0.57160, -3.71335, -1.36139], [1.44316, -2.18164, -1.40276]], "e_homo_ev": -13.0, "total_charge": 1, "relative_energy_kcal_mol": 59.18, "homo_lumo_gap_ev": 9.9}

[2]
{"formula": "C11H16O2", "method": "the ωB97M-V functional and the def2-TZVPD basis", "elements": ["O", "O", "C", "C", "C", "C", "C", "C", "C", "C", "C", "C", "C", "H", "H", "H", "H", "H", "H", "H", "H", "H", "H", "H", "H", "H", "H", "H", "H"], "xyz": [[-0.50560, 1.22524, -1.85768], [-1.19248, -0.89901, -1.43449], [-0.40697, 0.19448, -1.21102], [-0.11272, -1.91447, 0.44930], [0.66686, -0.77965, 0.69679], [-0.95288, -2.00302, -0.65800], [0.62380, 0.27628, -0.13192], [-1.80753, -3.69322, -2.34336], [1.32161, 3.90497, 0.88640], [0.50950, 1.87590, 2.24247], [-1.69516, -3.33311, -0.89038], [1.47958, 1.45252, -0.03966], [0.63103, 2.44005, 0.75918], [-0.07606, -2.77463, 1.06658], [1.45724, -0.96209, 1.37248], [-2.42192, -2.85673, -2.73763], [-2.35239, -4.63746, -2.53176], [-0.85634, -3.78924, -2.96790], [2.33081, 3.83884, 1.11980], [0.90627, 4.59568, 1.66571], [1.03329, 4.35278, -0.08207], [-0.00451, 2.57401, 2.88710], [0.01936, 1.00735, 2.31246], [1.47274, 1.68423, 2.64000], [-1.20525, -4.24040, -0.43624], [-2.67039, -3.34494, -0.34105], [2.48304, 1.35240, 0.38477], [1.70860, 1.79797, -1.10635], [-0.38353, 2.65524, 0.28647]], "smiles": "CCc1ccc(CC(C)C)c(=O)o1", "e_homo_ev": -8.4, "relative_energy_kcal_mol": 29.48, "homo_lumo_gap_ev": 8.7}

[3]
{"formula": "C11H16O2S", "method": "the ωB97M-V functional and the def2-TZVPD basis", "elements": ["C", "C", "C", "C", "C", "C", "C", "C", "C", "C", "C", "O", "O", "S", "H", "H", "H", "H", "H", "H", "H", "H", "H", "H", "H", "H", "H", "H", "H", "H"], "xyz": [[1.07451, -0.75451, -1.33666], [0.21561, 0.43530, -0.91721], [-1.58977, -1.10500, -0.18290], [-0.59550, -0.55345, 3.49520], [1.31515, 2.55753, -0.03128], [0.76964, 1.39386, -0.28847], [0.59557, -2.00093, -0.62671], [-0.88493, -2.29760, -0.75500], [-1.28317, 0.28837, -0.92106], [1.69174, 3.03170, 1.35694], [-1.74511, 0.14648, -2.36654], [-2.36668, -1.24719, 0.71043], [1.54295, -0.65037, 2.19731], [0.11949, -0.06179, 2.15166], [1.15623, -0.89433, -2.44284], [0.07633, -1.00297, 4.31824], [-1.57356, -0.24997, 3.71442], [1.45384, 3.32265, -0.76389], [1.18525, -2.73174, -1.12073], [0.89564, -1.97521, 0.40588], [-1.09859, -3.16685, -0.24262], [-1.04150, -2.57118, -1.87496], [-1.85057, 1.02559, -0.28635], [1.05984, 3.82624, 1.62213], [2.67190, 3.41852, 1.36897], [1.78970, 2.20964, 2.05027], [-2.86602, 0.06247, -2.29258], [-1.49937, -0.87089, -2.72164], [-1.42316, 0.95249, -3.00931], [2.20453, -0.53690, -1.21071]], "e_homo_ev": -8.8, "relative_energy_kcal_mol": 48.20, "homo_lumo_gap_ev": 8.5}

[4]
{"formula": "C11H16Si", "method": "the ωB97M-V functional and the def2-TZVPD basis", "elements": ["C", "C", "C", "C", "C", "C", "C", "C", "C", "C", "C", "Si", "H", "H", "H", "H", "H", "H", "H", "H", "H", "H", "H", "H", "H", "H", "H", "H"], "xyz": [[-3.97317, -0.66690, 0.92962], [-3.21644, -0.67492, 2.13742], [-3.34008, -0.52925, -0.25043], [-1.83189, -0.50804, 2.04768], [-1.96792, -0.36635, -0.28601], [-1.19344, -0.30183, 0.82120], [3.48027, -0.63955, -1.78639], [2.86454, -0.98583, -0.69131], [3.21215, -1.93328, 0.35971], [-0.00447, 2.23144, -1.67868], [0.56778, 2.08291, -0.23149], [0.53880, 0.29732, 0.62853], [-5.06956, -0.65737, 0.78506], [-3.64674, -0.85896, 3.14561], [-3.88355, -0.55361, -1.20991], [-1.26497, -0.39004, 3.00471], [-1.54758, -0.13794, -1.26710], [3.19497, 0.04064, -2.55052], [4.50372, -0.91266, -1.91922], [3.33794, -2.97549, -0.00176], [2.39849, -1.95957, 1.09569], [4.22078, -1.73715, 0.93688], [0.28884, 1.25460, -2.17006], [-1.08057, 2.21701, -1.62530], [0.21630, 3.10457, -2.23646], [0.02774, 2.74646, 0.50727], [1.66592, 2.35640, -0.11793], [1.50214, 0.45737, 1.62316]], "e_homo_ev": [-7.1, -7.5], "relative_energy_kcal_mol": 121.43, "homo_lumo_gap_ev": [7.0, 7.4]}

[5]
{"formula": "C11H17BFN2O4S", "method": "the ωB97M-V functional and the def2-TZVPD basis", "elements": ["C", "C", "O", "N", "C", "C", "C", "C", "O", "O", "B", "N", "O", "C", "C", "F", "C", "C", "C", "S", "H", "H", "H", "H", "H", "H", "H", "H", "H", "H", "H", "H", "H", "H", "H", "H", "H"], "xyz": [[-4.13055, -0.53915, -2.80842], [-3.08057, 0.60036, -2.36230], [-3.03486, 0.79375, -0.89664], [-1.75021, 0.84485, -0.47190], [-0.99031, 2.01971, -0.82337], [0.49039, 2.13878, -0.41868], [1.21248, 0.98620, 0.38551], [2.77826, 1.08133, 0.77420], [3.19683, 1.68607, 1.78303], [3.76228, 0.47378, -0.08219], [3.21069, 0.21496, -1.40371], [2.61943, -1.11827, -1.78131], [3.18401, 1.27148, -2.40813], [0.32634, -0.25385, 0.78310], [0.95907, -1.47580, 1.64097], [0.52794, -2.76710, 1.13180], [0.45788, -1.32341, 3.15871], [1.24343, -0.13042, 3.94367], [-1.17269, -0.24675, 0.30603], [-2.36635, -1.63215, 0.68345], [-4.15517, -1.33168, -1.96865], [-3.76487, -1.11074, -3.74485], [-5.18135, -0.14496, -3.01556], [-2.05778, 0.27981, -2.79323], [-3.31482, 1.60973, -2.87700], [-1.44746, 2.86629, -1.42891], [1.13709, 3.04535, -0.70216], [1.64672, -1.08511, -1.41464], [2.48895, -1.19311, -2.80819], [2.87972, 0.89395, -3.26919], [2.11028, -1.48095, 1.53792], [0.57337, -2.31196, 3.71572], [-0.65557, -1.01586, 3.18551], [0.67459, 0.15961, 4.90661], [2.27572, -0.50795, 4.29661], [1.38297, 0.78250, 3.27437], [-2.03588, -2.07928, 1.97183]], "e_homo_ev": -13.3, "total_charge": 1, "relative_energy_kcal_mol": 129.34, "homo_lumo_gap_ev": 7.9}

[6]
{"formula": "C11H17BN6ORu", "method": "the ωB97M-V functional and the def2-TZVPD basis", "elements": ["H", "N", "B", "N", "C", "Ru", "H", "C", "H", "C", "H", "C", "H", "H", "H", "N", "N", "N", "N", "C", "C", "H", "H", "C", "C", "C", "C", "H", "H", "H", "H", "H", "C", "O", "H", "H", "H"], "xyz": [[0.74568, 3.13107, 0.43089], [0.45335, 1.72139, -1.09297], [0.22946, 0.45622, -3.25825], [0.55021, 1.75480, -2.48107], [1.00141, 2.96933, -2.84461], [0.04246, 0.06293, -0.08758], [1.16243, 3.20726, -3.88764], [1.14151, 3.75240, -1.70872], [1.48412, 4.77125, -1.63856], [0.79581, 2.94716, -0.63141], [0.28780, 0.58493, -4.43606], [-1.55660, -2.15118, 1.43918], [-1.17447, -2.56264, 2.37714], [-0.65918, -1.79264, 0.86354], [-2.05080, -2.95560, 0.87631], [-1.21881, 0.07390, -2.84366], [1.14257, -0.67833, -2.74580], [-1.47981, -0.17938, -1.49139], [1.11353, -0.96927, -1.38216], [-2.31724, -0.20814, -3.56174], [2.06355, -1.46556, -3.33848], [-2.28734, -0.07530, -4.63749], [2.23422, -1.38584, -4.40136], [-3.33586, -0.56468, -2.70137], [2.66296, -2.26064, -2.36108], [-2.78800, -0.54105, -1.39801], [2.03962, -1.93641, -1.15073], [-4.34277, -0.83478, -2.95284], [3.44168, -2.99553, -2.48561], [-3.21596, -0.79182, -0.43625], [2.13887, -2.26987, -0.13705], [-2.21836, -1.32143, 1.64832], [0.76543, 0.52934, 2.59596], [1.33215, 0.31982, 1.32332], [1.21556, -0.20245, 3.29829], [-0.32510, 0.34847, 2.53554], [0.94429, 1.57086, 2.95300]], "multiplicity": 5, "e_homo_ev": [-15.1, -15.9], "total_charge": 2, "homo_lumo_gap_ev": [7.8, 3.9]}